Below is a molecular structure, C41H38BCaN13OS6, with properties calculated with wB97M-V/def2-TZVPD.

Its charge is 0. The energy above the lowest of the compared OMol25 structures with the same formula, charge and spin comes out at 180.0 kJ/mol. The HOMO-LUMO gap comes out at 4.29 eV. For the total energy, the calculation gives -5463.956355 Ha. The calculation puts the HOMO energy at -5.35 eV.

Atoms and positions in Å:
C -1.87378 2.62737 -3.26904
H 3.15383 3.23752 5.33125
H -2.76160 -3.81659 1.60496
H 6.64170 2.26542 1.37893
C -3.15858 -0.73309 7.01434
S 2.95623 0.60948 -0.38842
H 3.33141 4.04977 0.31902
C 0.97506 -0.01121 -5.34154
H -5.17317 1.00833 0.43890
S -0.43704 1.85709 0.29440
C -0.17249 -2.41250 -4.53929
H 0.05513 -3.13061 -6.55770
C -2.48735 -4.76139 -1.72636
H 1.37328 -1.03138 -7.16403
H -5.22501 1.06487 -4.00840
H -1.98230 -1.71810 8.57180
N -0.11784 -1.93787 4.36300
C -0.10061 -1.72593 3.03482
C 6.42369 -0.73035 -1.47492
H -3.80655 4.81298 1.91385
C -2.07351 2.20382 0.62013
C -1.10580 -1.57583 5.26715
H -1.19554 -4.23830 -4.17089
C 2.08867 -2.90484 2.90997
H 4.78605 -2.19721 -2.97577
H -2.70403 4.57197 -3.76437
C -3.19111 -0.32361 5.68080
C -5.04065 3.73307 -4.84882
S 5.05635 0.85338 3.43627
H -1.49534 3.94657 1.64250
C 4.22909 2.08905 2.74729
S -2.17245 -0.20126 3.15355
H 7.73427 0.74135 -0.46758
N 5.66205 1.07378 -0.31167
C -0.06515 -1.31478 -3.63175
H -3.39088 -0.22215 -2.99238
C 2.63455 3.68893 2.32834
H 0.70197 0.65665 -3.27006
C -4.44924 1.78567 0.60466
H -3.85862 0.48446 5.34575
C -4.12862 2.91157 -4.07034
C 2.63889 -3.80007 0.73789
H 1.79198 4.31169 2.46841
C 0.60927 -0.14370 -3.98791
N -2.05225 1.35213 -2.97607
C -4.75648 3.00005 1.15651
S -4.82518 5.37158 -4.93363
H 6.95410 -1.52763 -1.97732
C -3.22153 0.81364 -3.28124
N 3.13703 2.79480 3.26991
H 2.28067 -2.82847 3.97226
H 4.24139 -2.67226 -1.31763
C 4.27766 -1.83380 -2.05439
H 3.25865 -1.52345 -2.22562
N 4.39133 2.62924 1.44589
H -5.94434 2.02533 -5.52808
N -3.16738 1.38910 0.33623
S -2.89532 -5.50619 -0.18418
C -4.24397 1.52420 -3.88481
C -2.87615 3.50465 -3.70135
C 0.25072 -2.32382 -5.85594
N 5.04379 -0.71685 -1.53212
H 5.83398 3.32065 -0.18332
H -5.78580 3.33663 1.28811
C -1.09823 -1.95696 6.62148
Ca -0.92332 -0.84082 -0.15963
H 0.72854 -2.30895 4.77458
C 2.63060 2.59477 4.61751
C -1.97418 -3.50699 -1.55503
H 3.31816 -4.39756 0.11356
N -2.08556 -3.02476 -0.26320
C 1.64818 -3.04480 0.19401
C -2.37013 3.39182 1.27302
N -1.03598 -1.12018 2.36480
H -2.38531 -5.41742 -2.61125
H -3.95005 -0.41784 7.72702
H 3.70449 -4.31658 2.51223
H -0.36055 -2.69451 6.92876
C 2.91879 -3.68641 2.12836
N 0.89579 -2.24840 0.93834
C 1.00973 -2.24061 2.26708
O -2.91179 0.18291 -0.17383
H 1.40719 0.95515 -5.63469
C 0.85535 -1.10875 -6.20829
C -2.06884 -1.46716 7.49545
C -3.65466 3.79222 1.53237
H -0.88149 3.07646 -3.10065
N -0.94617 -3.33707 -3.82794
C 6.75722 0.35288 -0.71315
C -2.52433 -3.96755 0.56500
H -6.80744 3.49358 -5.93650
N -6.01122 3.00743 -5.50584
H 2.86779 1.55689 4.93454
B 5.72619 2.40912 0.59514
C -2.16315 -0.71240 4.77668
C 4.54179 0.38766 -0.78722
H 1.39646 -3.09288 -0.89193
H 1.59599 2.84186 4.67196
C -1.21230 -2.82055 -2.59122
C 3.44985 3.56109 1.25151
N -0.66460 -1.65823 -2.40297